No. 1
This record from the Open Molecules 2025 dataset describes a structure of composition C41H64GaN3O3Si4. The level of theory is ωB97M-V/def2-TZVPD.

Computed properties:
- Multiplicity: 1
- Kohn-Sham gap: 8.01 eV
- Calculated total energy: -5073.66770 Ha
- Charge: 0
- HOMO energy: -7.861 eV
- Relative energy (zero: lowest compared OMol25 entry of this formula, charge and spin): 2.099 eV

```
116
Properties=species:S:1:pos:R:3:forces:R:3
H 0.9583 -3.8835 -2.2780 0.0012 -0.0116 -0.0549
H -1.8744 0.5593 5.8963 0.0251 0.0434 0.0290
N 0.4162 2.3216 -0.8637 -0.0484 -0.4512 0.2274
H 4.5725 -3.2950 -1.7745 0.0144 0.0348 -0.0481
H -3.2968 1.1170 3.9386 -0.0081 -0.0635 -0.0615
H 4.6507 3.7156 -2.3511 -0.0890 -0.0015 -0.0277
H 2.4555 4.8981 -1.4425 -0.0199 0.0404 0.0269
H -0.3120 1.4948 7.2662 -0.0057 0.0367 -0.0111
H -1.6516 4.8671 -0.1919 -0.0097 -0.0225 0.0519
H -0.9529 -3.9977 0.9707 0.1660 -0.1339 -0.1548
C -0.0424 0.8984 4.7977 0.0324 0.0247 -0.1741
C -2.2185 1.1262 3.8582 -0.0653 -0.0369 0.0133
H 5.1577 0.3568 -3.2901 -0.0031 -0.0124 -0.0075
H 0.3089 -1.9716 0.8124 0.1739 -0.1236 0.0317
H 2.4658 2.9134 -4.1080 0.0075 0.0463 0.0740
Si 2.9413 1.9272 -1.8668 0.2028 -0.0741 -0.0252
H -4.8485 -2.7500 -4.9992 0.0073 0.0016 -0.0022
H 4.7491 3.2155 -0.6612 0.0061 0.0118 -0.0051
H -2.2044 1.5929 1.7612 0.0615 -0.0700 0.1251
C -3.6851 -3.6577 2.0687 0.0105 0.0536 0.0176
H 2.9335 1.9493 7.5244 0.0104 -0.0747 -0.0339
C -2.9926 -1.7943 -5.4936 0.0077 0.0083 0.0138
H -1.1395 -0.7285 -5.6783 -0.0055 0.0013 0.0044
C 2.7499 0.3259 -0.9437 -0.5939 0.1523 -0.0137
H -0.7477 -4.1267 -2.7200 0.0603 -0.0591 -0.0124
C 0.9536 0.6745 5.8884 -0.0727 -0.0258 0.1400
H 3.5275 2.9624 1.0036 -0.0157 0.0223 0.0033
H -3.0235 2.7014 -1.8218 -0.0858 0.0357 -0.0952
H 1.6251 -0.7795 2.0125 -0.0135 -0.0560 0.0644
O 2.3206 2.0291 8.2639 0.0098 0.1051 0.0607
H 3.3170 1.3799 -4.2959 -0.0256 0.0040 -0.0231
H 3.1158 -0.8310 2.9473 0.0397 0.0755 0.0005
H 1.5948 1.3900 -3.9019 -0.0018 0.0045 -0.0457
H -4.0254 1.8186 -2.9768 -0.0096 0.0498 -0.0137
H -6.4181 1.3232 -1.1185 0.0185 0.0341 -0.0065
C 4.5816 2.8585 -1.6773 -0.1901 -0.1073 0.0382
C 5.2298 -0.5124 -2.6336 -0.1458 0.0136 0.1442
H -4.8755 -1.9462 -2.6974 0.0089 -0.0398 -0.0147
H -3.8289 -4.4659 2.7745 -0.0145 0.0084 0.0048
H 0.4292 6.1636 -0.7172 -0.0275 0.0083 -0.0314
C 1.5214 2.9925 -1.2029 0.2796 0.1872 -0.1093
C -4.0372 -2.1268 -4.6431 -0.0524 -0.0290 -0.0175
C 5.3082 0.3156 0.8899 -0.2476 0.0046 -0.0901
C -4.5958 -3.4523 1.0425 -0.0503 -0.0686 -0.0067
C 4.0089 -2.6883 -1.0616 -0.2197 0.2224 0.0801
C -2.3928 -1.8089 1.2465 -0.2041 0.2571 0.1969
C 3.0068 2.1763 1.5516 0.0346 -0.2362 -0.1485
Ga 0.5344 0.0676 -0.6933 -0.1408 -0.6213 -0.2497
C -5.6489 0.5457 -1.1732 0.1249 -0.0918 -0.0024
C -0.4610 -2.9994 -0.9010 0.0369 -0.1206 -0.0731
C -1.4228 0.8417 4.9530 0.1055 0.0494 -0.0001
H -5.1317 -2.2960 -0.6596 -0.0051 -0.0419 0.0041
H 3.1643 -3.2879 -0.7208 0.0295 0.0086 -0.0247
H 5.6469 -0.6106 0.4228 0.0497 0.0173 0.0366
H -5.7071 0.0926 -2.1640 -0.0509 -0.0036 0.0065
O 2.0892 0.2922 5.6626 -0.0136 0.0988 -0.0183
H 5.4076 2.1893 -1.9231 -0.0058 0.0040 -0.0179
H 4.6570 -2.5122 -0.2006 0.0060 -0.0022 -0.0092
Si 3.5473 -1.0673 -1.9395 0.1290 0.0059 -0.3199
C 1.4699 0.9121 8.2455 -0.0158 -0.1116 -0.1140
H -5.8919 -0.2109 -0.4246 -0.0636 0.0126 -0.0191
H 1.4270 -1.1821 -3.2585 0.0062 -0.0300 -0.0901
O -1.4142 0.3521 -0.8260 0.9198 0.0240 0.1186
H -1.5172 -1.1798 1.3144 0.0321 0.0616 0.0896
H -2.9809 -2.1605 -6.5123 -0.0065 0.0138 -0.0046
H 5.6747 -1.3237 -3.2149 -0.0528 -0.0404 -0.0169
H 2.7988 -0.8860 -4.3226 0.0273 0.0222 0.0244
H -4.7639 3.0249 -1.9075 -0.0167 0.0069 -0.0094
C 0.4658 1.2029 3.5385 -0.0611 -0.0341 0.0686
H 5.9276 -0.2691 -1.8292 0.0096 0.0221 -0.0338
H -1.1647 0.0729 -3.3455 0.0274 0.0108 -0.0759
H -3.4117 2.4187 0.6464 -0.1548 0.0306 -0.0060
C -1.9774 -0.5464 -3.7123 0.0424 0.0471 0.0972
C -0.6872 2.9863 -0.5181 -0.1427 0.1572 0.1254
H 0.4452 -4.6862 0.1264 0.0236 -0.0145 -0.0319
H 0.9170 0.9170 9.1816 0.0147 0.0203 0.0001
H -4.3981 1.0697 1.2618 0.0141 0.0403 0.0440
C -3.2913 -1.5805 0.2047 -0.1127 0.1823 -0.1202
N -0.2906 1.4369 2.4699 0.1671 -0.1060 0.0554
H -1.8537 -2.9774 2.9617 -0.0188 0.0116 -0.0010
H 1.9377 2.3909 1.4978 0.0031 0.0270 0.0793
C -2.5808 -2.8248 2.1719 -0.1476 0.1207 0.1322
C 2.7091 -0.8808 1.9348 0.0297 0.2306 -0.1795
H 1.5366 1.2544 3.4086 0.0262 -0.0468 0.0091
H -1.4654 -2.5785 -0.9713 0.0926 -0.0645 -0.0897
H 2.0391 -0.0133 8.1553 -0.0261 0.0005 0.0315
Si 3.4185 0.4721 0.8193 0.1815 0.0450 0.0242
C -1.9618 -0.9944 -5.0246 0.0597 -0.0042 -0.0614
Si -2.9027 -0.2039 -1.0547 -0.5788 -0.3248 -0.1888
C -1.6096 1.4058 2.6442 -0.0178 -0.0478 -0.0927
C 0.4157 5.0828 -0.7750 0.0092 -0.1125 -0.0181
C -0.5459 -4.2448 -0.0104 -0.0558 0.0740 -0.0958
H 1.5207 -2.2640 -0.4274 -0.1016 -0.0952 0.1571
H 5.6559 0.3100 1.9254 -0.0654 0.0065 0.0378
C -4.2650 1.1556 -0.9147 0.0839 0.0428 -0.0119
H 0.0049 -2.5605 -2.9719 -0.0209 -0.0209 -0.0823
C -0.7329 4.3670 -0.4653 0.0862 0.0179 -0.0205
C -3.0113 -0.8730 -2.8332 0.0487 0.0146 0.2473
H -1.1969 -4.9916 -0.4714 0.0083 -0.0634 0.0526
C -4.0036 2.2390 -1.9687 0.1347 -0.1296 0.0059
C 2.4663 -1.4535 -3.4522 0.1479 0.0554 0.1973
H -1.5431 2.3651 -0.2956 0.1680 0.1006 0.0187
H 5.7972 1.1489 0.3809 0.0002 -0.0181 -0.0284
C 0.4797 -1.9794 -0.2670 0.1071 0.9740 -0.0566
H 3.3352 2.2489 2.5912 -0.0054 -0.0641 0.0240
C 1.5448 4.3820 -1.1651 -0.0346 0.0614 0.0118
H 2.4923 -2.5116 -3.7169 -0.0261 -0.0030 0.0202
H -5.1676 2.4890 0.5384 -0.0103 0.0138 -0.0102
N 0.5192 0.9399 7.1545 0.0268 -0.0568 0.0645
C -4.3063 1.8166 0.4676 0.0915 -0.0988 -0.0963
C -4.4009 -2.4269 0.1279 -0.0107 0.0284 0.0032
C 2.5463 1.8957 -3.7210 0.0788 -0.2206 0.2497
H 2.9151 -1.8739 1.5307 0.0060 0.0196 -0.0001
C -4.0454 -1.6676 -3.3337 0.0266 -0.0351 -0.0036
H -5.4594 -4.0996 0.9482 0.0015 0.0075 0.0043
C -0.0303 -3.4168 -2.3033 -0.1745 0.1462 0.1187
```
Positions in Å, forces in eV/Å.

No. 2
This record from the Open Molecules 2025 dataset describes the molecule C17H18N4O2S2 at a distorted geometry. The level of theory is ωB97M-V/def2-TZVPD.

Computed properties:
- Multiplicity: 1
- Kohn-Sham gap: 8.57 eV
- Calculated total energy: -1824.45697 Ha
- Charge: 0
- HOMO energy: -8.950 eV
- SMILES: Cc1ccc(C(=O)CSc2nn3c(=O)c(C(C)(C)C)nnc3s2)cc1
- Relative energy (zero: lowest compared OMol25 entry of this formula, charge and spin): 1.591 eV

```
43
Properties=species:S:1:pos:R:3:forces:R:3
C -3.6447 1.3700 -1.6069 0.0900 -0.0867 0.0483
C -3.0316 -1.0055 -1.0892 0.0526 0.1325 0.0058
H -3.7614 2.3748 -1.2061 -0.0535 0.1251 0.0251
C 3.3690 -1.0518 1.2331 0.0722 0.0421 -0.2276
H 4.2794 -0.8386 1.7737 0.1017 0.0199 0.0483
C -3.2196 0.3973 -0.4980 -0.1850 -0.0584 -0.1057
O 5.6455 -0.8001 -0.7367 0.1120 -0.0329 0.0544
H 0.1585 -1.8483 -0.7246 -0.1264 -0.0116 -0.0690
S 4.1199 2.2527 -0.1787 0.4605 0.0740 -0.1338
C 2.2293 -1.4468 1.9068 -0.0643 -0.0269 -0.0351
H -2.7331 -1.7104 -0.3154 0.0096 -0.1203 0.0802
C 2.4502 2.0320 0.1982 -0.8443 0.0659 0.3993
C 4.5445 -0.3207 -0.8151 -0.1201 0.2863 -0.3076
C 1.0543 -1.6113 -0.1695 0.0380 -0.0816 0.0341
C -0.1795 -2.1454 1.9527 -0.0158 -0.0874 0.0156
H -1.0756 -1.8513 1.4107 -0.0899 0.0089 0.0122
C -1.9113 0.8847 0.0821 -0.0704 -0.0920 -0.1338
H 3.3968 1.0359 -2.1151 0.0338 -0.0058 -0.0774
N 1.5861 1.5938 -0.6362 0.7554 0.2306 -0.7997
O -0.6410 0.6863 -1.9662 -0.0779 -0.0384 -0.0615
C 2.1738 -1.1688 -0.8481 0.2604 -0.1275 0.0873
N -1.8898 1.2158 1.3321 -0.8374 -0.3160 -0.3667
H 5.1792 1.3133 -2.0901 -0.0557 -0.0128 0.0182
N 0.3745 1.4558 -0.0792 -0.6434 0.1590 0.7987
H -3.9955 -0.3115 1.3938 -0.0281 -0.0615 0.1305
C 1.0535 -1.7236 1.2175 0.1011 0.0494 -0.0287
H -4.5966 1.0521 -2.0245 -0.1352 -0.0230 -0.0497
C -0.7395 0.9709 -0.7971 0.5179 0.1413 -0.0018
C 3.3405 -0.8755 -0.1480 -0.1204 -0.5484 0.3462
N -0.8054 1.6830 1.9389 1.2191 0.5840 0.9709
S 1.8212 2.3573 1.8246 0.0357 -0.1269 -0.3947
H -4.4379 1.3456 1.0160 -0.0753 0.0734 0.0989
H -2.9064 1.3909 -2.4036 0.0078 0.0367 -0.0904
C -4.2916 0.3573 0.5910 0.1950 0.0301 -0.1601
H -5.2308 0.0098 0.1685 -0.0960 -0.0526 -0.1075
H 2.2496 -1.5383 2.9828 -0.0112 0.0002 0.1314
H -0.2100 -1.7020 2.9453 -0.0580 0.0130 0.0608
C 0.2751 1.7925 1.2439 -0.2550 -0.1300 -0.2198
H -0.1929 -3.2299 2.0646 -0.0727 -0.0648 0.0409
H -2.2796 -0.9958 -1.8730 0.0303 -0.0679 -0.0619
H -3.9708 -1.3470 -1.5170 -0.1255 -0.0631 -0.0315
H 2.1399 -1.0622 -1.9216 -0.0500 0.0999 -0.1286
C 4.3036 1.0130 -1.5165 0.1185 0.0643 0.1856
```
Positions in Å, forces in eV/Å.

No. 3
This record from the Open Molecules 2025 dataset describes the molecule C22H25NO6S at a distorted geometry. The level of theory is ωB97M-V/def2-TZVPD.

Computed properties:
- Multiplicity: 1
- Kohn-Sham gap: 8.12 eV
- Calculated total energy: -1757.80025 Ha
- Charge: 0
- HOMO energy: -8.122 eV
- SMILES: CSCC[C@H](NC(=O)Cc1c(C)c2c(cc(C)c3c(C)c(C)oc32)oc1=O)C(=O)O
- Relative energy (zero: lowest compared OMol25 entry of this formula, charge and spin): 0.145 eV

```
55
Properties=species:S:1:pos:R:3:forces:R:3
C -6.5721 -0.8446 -1.2238 0.1054 0.0619 0.0368
H -1.7732 2.4315 -0.4860 0.0305 0.0811 0.0133
H 5.0014 -1.3091 0.2966 0.0453 -0.0038 0.0719
S 7.7594 -1.1382 -0.6395 0.0076 0.1924 -0.0514
H -7.2410 -0.0907 -1.6297 -0.1251 -0.0064 -0.0522
C -4.9953 1.1139 -0.8668 -0.6830 -0.8092 -0.1631
H 1.5120 -1.3747 -1.7156 0.2958 0.1113 -0.0733
C 2.2274 1.7029 0.8077 -0.0532 0.0071 0.6688
C -4.1469 -0.8399 -0.1974 0.5667 0.4121 0.1620
C -5.2972 -0.2107 -0.7857 0.0503 0.7251 -0.0903
H -2.2898 -3.3628 1.0416 0.0270 -0.1464 0.0332
C 0.4360 -0.7585 1.8370 0.4843 0.0136 0.1957
H 1.7418 1.2033 2.8427 -0.0643 0.0723 0.0038
C -3.8254 -2.1622 0.1623 0.2266 0.3181 0.0444
O -3.7488 1.3729 -0.3807 0.2788 0.3795 0.0918
C 6.2389 -0.2512 -1.1051 0.4070 -0.4001 0.2623
O 2.2513 2.6355 0.0321 -0.0823 0.2993 -0.3534
H 4.0890 1.3735 -0.8771 -0.0537 -0.2381 0.0219
H 5.5738 0.2586 0.8802 -0.0707 -0.0425 -0.0098
O 3.5946 -0.7501 -2.5243 0.1074 -0.0242 -0.1483
H -4.3283 -4.2309 0.2809 -0.0191 -0.0768 0.0039
C -3.2258 0.1998 0.0244 -0.1717 -1.1511 0.1104
C -2.5935 -2.3732 0.7384 0.2110 0.0146 0.0962
C 5.1991 -0.2752 0.0042 -0.1123 0.1281 -0.2828
C -1.9615 -0.0019 0.6066 -0.0557 -0.4037 0.0194
C -5.7751 2.2722 -1.3801 0.1662 -0.1011 0.0757
C -1.6873 -1.3301 0.9624 -0.7409 0.4915 -0.4354
N 3.0594 0.6427 0.7448 0.4343 -0.2761 -0.0484
C -4.7700 -3.2984 -0.0592 -0.0123 0.0088 -0.0027
C 1.2333 1.5998 1.9634 0.0657 0.0424 -0.2470
H 7.8841 0.1112 1.4275 0.0617 0.0999 0.1176
H -6.3868 -1.5927 -1.9924 -0.0934 -0.0589 -0.0691
H -5.6980 -3.1341 0.4848 -0.1007 -0.0627 0.0163
H 0.8245 2.5840 2.1816 0.0878 -0.0286 -0.0446
H -5.0130 -3.3924 -1.1157 -0.0636 -0.0753 -0.0638
C 0.1553 0.6375 1.5493 -0.5143 0.1592 -0.1350
H 8.5562 1.0265 0.0455 0.0733 0.1148 0.0418
O -0.5107 -1.6763 1.5323 0.1298 -0.2052 0.1021
C 3.8822 0.3997 -0.4128 -0.0002 0.1965 0.1093
H -5.1929 3.1798 -1.2473 -0.0364 0.1002 -0.0270
H 6.5147 0.7699 -1.3702 -0.0893 0.0426 -0.0887
H 9.4753 -0.3142 0.7661 0.0971 0.0278 0.0667
H 2.8556 -0.1503 1.3470 -0.0496 0.1665 0.0060
C 3.1510 -0.4456 -1.4506 0.1193 0.1381 -0.2157
O 1.4829 -1.1606 2.3117 -0.4273 -0.0347 -0.0698
H -6.7157 2.3733 -0.8408 -0.0414 0.0649 0.0060
H -1.7582 2.9624 1.1892 -0.0938 0.0754 0.0266
C -1.1959 2.4141 0.4329 0.1185 0.0932 -0.0866
H -0.2498 2.9178 0.2597 0.0414 0.0592 0.0263
O 1.9398 -0.8292 -1.0363 -0.5976 -0.1858 0.2908
H -7.0677 -1.3330 -0.3869 -0.1203 -0.0504 -0.0044
C -0.9723 1.0066 0.8784 0.5855 -0.1563 0.3875
H -5.9992 2.1486 -2.4387 -0.0162 0.0612 -0.0481
H 5.8680 -0.7612 -1.9925 0.0337 0.1108 -0.0062
C 8.4842 0.0542 0.5243 -0.3694 -0.3321 -0.2908
```
Positions in Å, forces in eV/Å.

No. 4
This record from the Open Molecules 2025 dataset describes a structure of composition C12H33CrFIN3O3 at a distorted geometry. The level of theory is ωB97M-V/def2-TZVPD.

Computed properties:
- Multiplicity: 5
- Kohn-Sham gap (spin up / spin down): 6.70 / 7.43 eV
- Calculated total energy: -2308.97893 Ha
- Charge: 0
- HOMO energy (spin up / spin down): -6.434 / -7.180 eV
- ⟨S²⟩: 6.008

```
54
Properties=species:S:1:pos:R:3:forces:R:3
H -0.4866 -1.2011 -3.7417 0.1360 -0.1247 0.0822
H 4.2741 -0.5051 -2.7379 -0.2237 0.3900 -0.0621
H 0.1657 -1.6388 -1.2496 -0.4931 -0.6819 -0.6731
C 1.8230 -0.9254 -2.3020 0.4077 2.1313 -0.0877
H 0.9362 -3.3134 1.3699 -1.0096 -0.3877 -0.6781
N 0.3242 0.2255 -0.7645 0.1084 2.5954 0.5934
H -3.4894 2.9962 -0.1394 0.1028 0.2158 0.7512
H -2.3199 4.2532 -1.9523 -0.1030 0.6462 -0.5899
H 2.0277 -0.1184 -3.0055 -0.1782 -0.2153 -0.9241
O -2.2592 2.3262 -1.5716 0.7657 -2.1628 0.0948
H -1.4153 3.2925 -3.1772 0.0128 -0.1492 0.2221
Cr -0.6550 -0.8515 1.0677 -1.0960 0.6947 1.1643
H -4.6910 1.2319 1.6259 0.1226 0.4639 -0.1546
C -3.2906 0.8311 -0.0219 0.1476 -0.4418 1.2483
C 2.2251 -0.5134 2.2593 -1.5046 1.2037 1.2514
N 1.0857 -2.3272 1.2115 0.1913 -0.2958 0.5001
C 3.1642 -2.8399 2.4823 -1.3619 1.5087 0.9460
H 4.8559 0.0407 -1.1397 -0.8251 0.6878 0.1937
H 2.0780 -1.8904 -2.7399 -0.3682 -0.1309 0.1726
H -0.0846 1.0507 -1.1794 -0.7872 0.5457 0.4503
F -1.2497 -0.7261 3.1288 0.3266 -0.3217 -1.5193
H 3.0065 -3.9158 2.4072 0.0212 0.1267 -0.0799
H 0.0565 2.1160 2.6246 -0.5687 -0.8525 -0.4947
H -4.3948 2.2553 -1.2975 0.1262 -0.5686 -1.0586
H -3.1920 0.0239 -0.7477 0.4051 -0.1237 0.0842
H 1.0814 -2.1335 3.2416 0.4795 0.2830 0.4284
H -0.8761 0.4381 -3.2760 0.6290 0.3729 0.1553
C 1.0329 1.6357 2.5601 -0.2691 -0.5571 -0.5516
C -4.3582 0.4331 0.9630 -1.6873 0.3801 -0.6782
H -1.8237 1.8028 0.2683 2.5745 -0.0395 0.0301
H 1.3431 1.7657 3.5969 0.9219 -0.2729 -0.1813
H -1.6621 -0.8568 -2.4989 0.0166 -0.2636 0.1750
I -2.3189 -3.0359 -0.0599 0.2298 0.3671 -0.0255
C -3.4244 2.1427 -0.8142 -1.1072 0.4349 1.1785
H 3.8115 -2.4331 1.7053 -0.0347 -0.3681 -0.3116
C -2.2875 3.3259 -2.5243 -0.8468 0.4856 0.1676
H -3.1991 3.1531 -3.0964 -0.0159 0.6128 -0.4689
H 3.6666 -2.5862 3.4157 0.0735 -0.3558 0.1503
C 1.8058 -1.9896 2.4399 2.0515 0.5138 -1.0628
C -0.6859 -0.5604 -2.8826 -0.5769 -0.2464 -0.2652
H 1.5493 2.1929 1.7785 0.6564 0.3662 0.4989
H 1.2968 0.4972 -0.7806 0.5241 0.4230 1.4697
C 0.3476 -0.7105 -1.7911 1.2828 -4.2350 -1.4923
H 4.5218 -1.5937 -1.4174 -0.0071 -0.3440 -0.1016
H -4.1230 -0.3783 1.6518 0.5360 -0.2289 -0.5744
H 1.8637 -2.3136 0.5675 -0.2709 0.1586 -1.1432
C 4.1442 -0.6004 -1.6599 -0.2358 -1.4448 -0.0528
H 2.7512 -0.2025 3.1619 0.0975 0.1924 0.0978
H 2.7851 -0.1752 1.3875 0.6260 -1.1136 -0.2095
O 1.0031 0.2617 2.1134 0.2292 0.7227 1.1568
H -2.2495 1.4708 1.6504 -0.6154 -0.8013 0.9290
N -2.0438 0.9709 0.7972 0.3377 0.7266 -1.3066
H -5.2091 0.1571 0.3402 -0.4403 -0.2737 0.4116
O 2.7627 -0.5551 -1.2476 0.4866 -0.2485 0.1439
```
Positions in Å, forces in eV/Å.

What is the calculated total energy in the second record?
-1824.45697 Ha